Below is a molecular structure, C5H12N4, with properties calculated with wB97M-V/def2-TZVPD.

```
21
Properties=species:S:1:pos:R:3:forces:R:3
C 0.07020 -0.64130 -1.12362 -2.5 0.2 -1.3
C -0.23404 0.51460 3.25904 0.1 -0.4 0.4
C -0.97862 -1.73236 -1.26685 0.4 -0.2 -0.1
C 0.41243 -0.01416 -2.45432 -0.3 0.5 0.3
N 0.10740 0.76870 1.88285 2.2 -1.2 -0.6
C 1.17225 0.46939 1.30204 -1.7 2.9 2.4
N -1.09086 0.58995 -0.16291 1.0 -0.4 -0.2
N -0.99520 1.73398 -0.52261 2.1 -0.6 -1.1
N 2.28361 0.81295 0.89801 0.2 -0.9 -0.8
H 0.96237 -1.08377 -0.67745 -0.2 0.7 0.9
H -1.18965 2.47856 0.16242 -1.5 -0.6 0.1
H 2.71459 0.30608 0.13589 0.1 -0.2 0.1
H -1.16227 1.02793 3.50863 -0.1 -0.2 -0.2
H 0.52939 0.90991 3.93552 0.1 0.0 -0.1
H -0.32373 -0.55284 3.47536 -0.2 0.1 0.0
H 1.30322 0.60847 -2.37966 0.0 0.1 -0.1
H -1.88754 -1.33975 -1.72234 -0.1 0.0 0.1
H -1.21051 -2.19086 -0.30605 -0.2 0.1 0.1
H -0.61296 -2.53333 -1.91867 0.0 0.0 0.0
H -0.41845 0.62327 -2.77795 0.1 0.1 0.0
H 0.54837 -0.75541 -3.24736 0.2 -0.1 0.2
```
Positions in Å, forces in eV/Å.

The calculation puts the LUMO energy (spin up / spin down) at 0.0255 / 0.0255 Eh. The calculation puts the strongest force on any atom at 0.07998 hartree/bohr. The frontier orbital gap (spin up / spin down) comes out at 0.3042 / 0.3042 Eh. Its total charge is 0. For the molar mass, the calculation gives 128.18 g mol⁻¹.